A structure of composition C50H28Cl5N5OPd. Source: the Open Molecules 2025 dataset; level of theory: the ωB97M-V functional and the def2-TZVPD basis.

Output
HOMO energy (spin up / spin down): -12.62 / -12.62 eV
LUMO energy (spin up / spin down): -7.83 / -7.84 eV
Molecular weight: 998.5 g/mol
Energy above the lowest of the compared OMol25 structures with the same formula, charge and spin: 0.0 kcal/mol
Total energy: -127874.5777 eV
Kohn-Sham gap (spin up / spin down): 4.79 / 4.78 eV
Total charge: +2

Geometry (Å):
C  -5.756  -2.397  -3.428
C  -3.808  -4.073  -2.367
H  -0.864  5.389  -5.662
C  4.598  4.597  3.562
Cl  3.600  -5.501  2.514
C  2.497  -1.215  3.072
C  1.113  2.039  -2.165
Cl  -1.116  -3.844  4.432
C  5.087  4.194  2.327
C  2.868  0.046  2.868
C  -1.067  0.315  3.435
C  -0.434  -0.833  3.894
C  -0.263  3.678  -4.522
C  1.173  2.927  -6.775
C  -2.662  -2.895  0.363
N  -0.496  -0.434  -2.370
C  0.476  2.499  -4.509
H  -0.980  0.481  -5.504
C  1.931  2.174  -0.087
C  0.019  -2.623  0.725
C  2.331  1.869  1.183
H  3.003  4.416  4.985
C  -0.266  0.406  -3.382
H  -1.324  2.024  6.341
C  1.347  -4.213  3.268
C  -1.389  1.341  4.308
C  2.064  0.591  1.766
C  -1.860  -2.474  -0.618
C  1.415  -2.561  1.105
C  -1.563  -1.299  -2.763
C  -0.094  -0.929  5.240
H  -4.386  -0.796  -3.038
H  6.041  4.562  1.975
C  1.347  -1.533  2.187
Pd  0.319  -0.318  -0.556
C  0.432  4.101  -6.784
Cl  1.531  -5.117  4.713
H  -3.043  -4.729  -1.970
C  -4.553  -1.865  -2.990
H  -0.829  3.970  -3.644
H  -1.340  0.394  2.391
H  3.643  0.599  3.373
H  0.414  4.723  -7.668
C  2.339  -4.360  2.340
H  1.855  4.053  -2.823
N  -1.610  0.517  -0.012
C  -1.044  0.012  -4.538
C  -1.066  1.230  5.654
H  -0.155  0.005  7.163
C  3.384  4.105  4.022
H  4.757  2.973  0.595
C  0.484  1.617  -3.306
O  -1.924  1.457  -0.498
C  1.194  2.126  -5.644
H  -5.171  -5.669  -2.775
N  -0.469  -2.302  -0.415
C  -3.568  -2.699  -2.458
C  0.062  -1.878  2.953
H  2.765  4.247  -0.318
C  3.133  2.823  1.994
C  1.781  3.332  -2.027
H  2.895  -1.893  3.811
C  -0.733  -2.807  1.973
C  -5.978  -3.764  -3.351
H  -6.915  -4.180  -3.697
H  -1.901  2.223  3.945
C  -0.415  0.096  6.117
C  -2.290  -2.139  -1.978
C  -1.834  -1.007  -4.155
H  -2.536  -1.560  -4.757
H  5.165  5.290  4.167
H  1.783  1.216  -5.636
H  1.704  2.841  3.603
Cl  -3.286  -1.938  2.710
N  1.165  -0.275  1.358
C  2.656  3.218  3.244
Cl  2.586  -4.457  -0.382
C  0.066  -3.351  3.232
H  -6.520  -1.744  -3.827
H  -2.474  -4.050  2.168
H  1.742  2.637  -7.649
C  2.167  -3.683  1.080
C  -5.002  -4.602  -2.824
C  4.359  3.308  1.546
C  -2.223  -3.059  1.790
N  1.247  1.360  -0.972
C  -0.284  4.476  -5.657
H  -3.715  -3.050  0.174
C  2.241  3.425  -0.777
H  0.426  -1.804  5.611